The following is a quantum chemistry calculation of a cluster of 14 separate species, C91H179Cl2N19O3 in total, from the OMol25 dataset.

Calculated values
- HOMO energy (eV) = -24.018
- lowest unoccupied orbital energy (eV) = -20.5

```
! wB97M-V def2-TZVPD RIJCOSX def2/J DEFGRID3
* xyz 10 1
C 24.204 17.221 16.734
C 19.456 18.184 29.121
N 18.915 25.991 29.054
H 24.427 21.189 19.991
C 15.773 24.387 20.564
H 16.991 15.360 19.642
H 23.015 21.337 25.346
H 18.049 19.869 32.713
H 22.872 22.466 26.721
C 19.395 17.913 21.286
O 23.287 14.289 25.461
C 10.448 22.760 24.170
C 24.387 23.152 25.293
H 19.593 20.682 19.163
H 10.551 21.321 22.587
H 25.535 19.590 17.594
H 22.681 19.852 20.167
H 24.560 22.013 23.430
H 15.028 16.405 25.112
H 21.809 15.640 27.985
C 19.260 26.637 27.819
C 17.056 14.359 20.069
H 20.476 21.324 26.414
C 22.726 15.215 28.394
C 13.602 20.335 22.009
H 12.593 10.642 27.765
H 21.398 17.133 21.110
H 10.744 16.328 23.724
H 20.840 19.856 12.616
C 16.995 19.403 25.378
N 17.196 13.309 19.125
C 16.785 11.475 17.953
H 14.732 24.990 16.865
H 22.349 17.848 25.621
C 22.397 19.602 19.145
C 12.926 22.661 24.906
H 17.615 22.501 18.686
H 25.973 22.448 28.550
H 17.821 24.705 23.539
H 25.084 17.674 16.279
H 19.371 16.722 17.777
H 21.173 20.719 31.979
H 15.026 13.427 28.170
C 18.333 19.076 24.845
H 14.024 20.921 22.825
H 15.539 20.525 24.132
C 24.153 16.593 24.987
C 15.630 24.398 16.958
C 16.752 24.787 14.700
C 19.329 20.025 30.982
H 18.684 17.066 23.240
N 15.925 23.697 18.170
H 18.880 22.854 21.753
H 23.048 19.152 16.180
Cl 19.986 15.659 25.664
H 19.827 11.817 16.455
H 12.686 19.815 28.125
H 9.571 22.390 24.702
C 26.660 22.058 27.799
H 26.862 21.191 23.593
H 15.436 12.318 19.633
C 24.418 16.689 18.139
C 26.348 21.767 19.251
C 14.121 13.383 25.065
N 15.015 13.820 25.998
H 17.747 18.850 30.019
H 27.473 24.748 27.923
H 18.949 21.762 27.137
C 25.269 20.767 19.443
H 21.755 18.723 19.196
H 20.321 18.090 11.010
H 23.807 15.599 23.068
H 17.328 25.918 32.929
C 11.791 16.144 23.965
C 18.496 21.856 23.540
H 19.929 17.010 12.209
H 18.960 17.264 28.810
H 10.729 20.315 25.566
C 18.857 26.659 30.306
C 11.547 21.019 25.604
H 20.219 16.497 19.925
H 20.150 20.389 23.122
H 10.522 23.845 24.242
C 24.024 15.642 27.536
H 19.059 27.714 30.420
N 13.463 18.949 22.303
H 22.345 21.663 18.351
C 24.719 20.097 18.108
H 18.985 18.486 12.033
H 19.504 27.693 27.927
C 24.140 17.772 19.153
H 26.116 15.285 27.388
H 19.015 20.651 21.808
H 27.650 23.049 20.411
H 23.171 17.565 27.674
H 20.686 17.127 15.384
N 19.278 18.474 16.470
H 26.223 17.917 27.401
C 20.337 25.869 27.031
H 20.680 21.561 20.297
H 20.465 26.331 26.053
C 18.971 17.731 17.678
H 17.883 17.672 17.712
C 16.171 14.656 25.859
H 18.570 18.177 25.415
H 15.790 25.210 14.409
N 11.629 22.176 24.862
H 25.930 20.782 24.934
H 16.961 24.053 13.922
C 23.455 24.310 24.679
C 20.442 21.360 19.253
H 22.542 23.883 24.263
H 19.471 24.811 23.963
H 15.694 25.457 20.366
H 19.956 18.958 27.071
H 11.364 22.766 22.170
H 25.668 23.427 23.496
H 16.802 20.015 22.165
H 14.619 21.973 26.187
C 27.348 22.495 25.299
C 18.369 25.865 32.609
H 17.527 23.808 31.102
H 18.203 9.238 16.888
C 12.620 18.414 23.258
C 11.689 16.457 25.421
N 12.665 17.053 23.242
H 16.964 20.326 25.956
H 28.713 23.820 27.290
H 16.768 18.235 22.606
C 20.804 18.896 13.133
H 18.301 26.730 27.310
H 14.065 19.517 27.068
H 26.221 21.087 27.569
H 25.031 16.797 22.945
H 25.177 13.819 27.694
N 16.668 24.282 16.089
H 20.477 17.886 29.357
H 21.834 18.545 13.191
C 23.561 21.997 26.019
H 19.119 13.736 18.180
H 26.163 22.837 21.284
N 23.766 15.505 26.002
H 9.602 22.685 22.124
H 22.279 20.384 27.670
H 26.234 16.520 25.722
H 23.104 25.077 25.370
C 21.668 20.813 18.437
H 21.338 19.177 31.100
C 16.880 19.263 22.951
H 19.909 9.299 16.390
H 17.351 20.831 31.425
H 14.329 20.505 21.214
H 11.212 17.428 25.556
H 20.020 24.854 26.788
C 19.531 19.281 28.021
H 27.206 21.341 18.731
H 14.220 13.612 24.014
Cl 16.419 19.521 19.247
H 20.193 22.355 18.883
N 23.598 19.011 18.363
H 22.201 21.173 29.299
H 18.504 21.883 24.629
H 23.359 17.385 19.808
H 25.993 22.692 18.795
H 20.278 22.920 22.868
N 13.433 12.540 26.977
H 19.190 18.369 18.533
N 12.753 20.868 26.219
H 15.086 22.529 19.478
H 25.661 19.998 20.109
O 19.684 22.332 30.114
C 26.372 21.653 24.450
C 26.744 23.081 26.588
H 22.228 17.009 24.179
C 14.548 13.351 27.204
C 16.293 12.308 18.976
H 17.426 21.870 23.334
C 20.258 20.583 28.480
C 17.988 24.597 30.528
C 22.957 17.578 24.757
C 13.613 21.869 25.809
H 22.207 18.054 17.126
H 28.218 21.900 25.576
H 18.961 25.164 22.284
H 24.526 17.481 28.796
C 25.239 22.595 24.054
H 24.284 21.302 26.447
N 25.431 23.748 26.245
H 18.929 26.701 33.029
H 27.382 21.539 21.177
H 12.324 12.161 25.087
H 11.825 12.238 28.075
H 27.789 25.027 26.275
H 27.672 23.324 24.670
H 18.492 23.149 16.180
H 22.071 19.424 29.073
C 17.558 23.376 16.671
C 10.483 22.403 22.701
H 25.432 15.242 23.829
H 11.820 18.971 23.723
C 18.859 11.329 16.563
H 20.081 15.979 21.616
H 12.117 15.120 23.785
H 19.138 20.987 14.365
H 13.252 11.816 28.957
C 18.246 13.104 18.249
H 25.786 18.037 24.836
H 15.234 18.895 24.402
H 13.823 15.628 22.099
C 18.779 18.742 30.352
H 25.481 15.056 28.997
C 19.098 20.555 22.891
H 22.521 14.154 28.252
H 23.801 15.816 18.347
H 23.241 18.511 24.271
H 15.700 15.354 23.862
C 15.112 23.615 19.382
C 24.678 15.993 23.591
H 19.312 9.769 17.979
H 12.615 20.601 21.628
H 16.581 18.555 25.923
C 16.068 19.578 24.240
H 13.141 23.519 24.286
H 12.575 18.869 26.600
O 24.844 24.494 27.241
C 25.454 17.254 25.519
N 18.411 25.741 31.185
C 24.208 17.246 27.781
C 20.001 21.586 27.360
H 18.213 20.216 16.816
H 18.582 21.534 32.357
H 16.832 24.168 20.703
C 27.740 24.221 27.007
H 23.826 16.491 16.018
C 25.260 17.952 26.892
H 15.284 24.152 21.509
H 18.263 11.425 15.655
H 14.749 17.838 20.847
H 25.431 16.287 18.136
H 11.143 15.673 25.947
H 12.700 16.400 25.822
N 20.100 18.999 14.379
C 17.133 23.069 17.905
H 16.734 16.493 24.776
C 21.803 20.393 28.650
H 27.635 21.854 28.241
H 18.749 17.999 31.149
N 19.541 20.953 29.760
C 14.036 17.827 21.658
H 22.790 15.460 29.454
C 18.288 20.579 31.921
C 18.245 24.769 29.220
H 16.144 14.269 20.660
N 18.007 11.977 17.532
H 19.084 19.792 25.180
H 24.224 20.752 17.390
C 15.893 15.802 24.837
H 18.919 24.985 32.942
H 20.508 22.530 27.561
H 18.478 19.512 27.859
H 14.150 24.065 19.138
H 19.775 18.877 20.946
C 25.272 14.876 27.943
C 19.112 17.977 22.824
C 19.328 20.038 14.845
C 13.090 12.692 25.633
H 25.002 17.971 19.790
H 17.784 14.396 20.880
H 17.359 25.683 14.570
C 18.848 19.687 16.119
H 21.314 20.528 17.446
C 12.766 11.695 27.989
H 25.092 19.029 26.895
N 18.377 19.261 23.304
H 20.554 19.282 32.631
C 19.115 9.834 16.909
H 18.479 17.723 20.727
C 13.000 19.748 27.084
C 19.201 23.058 22.775
C 23.214 18.449 16.996
H 17.037 14.053 25.584
H 18.096 24.069 28.413
C 13.589 16.667 22.280
H 21.277 25.766 27.572
C 26.865 22.324 20.625
H 23.965 24.861 23.890
H 16.335 10.600 17.507
C 18.818 24.510 23.144
C 20.125 18.048 15.435
C 20.371 16.800 20.961
C 19.999 18.086 12.051
H 20.094 18.003 23.297
H 16.485 15.226 26.733
C 20.661 19.805 31.680
*
```